(1)
20
Properties=species:S:1:pos:R:3 method="wB97M-V/def2-TZVPD" mol_weight_g_mol=119.2 homo_lumo_gap_ev=9.55 homo_ev=-8.6162 e_above_lowest_kcal_mol=38.0 smiles=CN[C@H](C)CCS
C 2.092 0.589 0.630
N 0.877 -0.297 0.979
C 0.133 -0.654 -0.176
C 1.166 -0.975 -1.394
C -1.086 0.203 -0.620
C -1.955 0.363 0.560
S -3.576 1.149 0.365
H 1.768 1.209 -0.213
H 3.010 0.022 0.267
H 2.384 1.232 1.485
H 1.116 -1.039 1.663
H -0.273 -1.647 0.135
H 1.786 -1.834 -1.083
H 1.865 -0.160 -1.678
H 0.457 -1.428 -2.263
H -1.638 -0.373 -1.355
H -0.908 1.309 -0.931
H -1.487 0.886 1.412
H -2.255 -0.598 0.927
H -3.476 2.042 1.289

=====

(2)
20
Properties=species:S:1:pos:R:3 method="wB97M-V/def2-TZVPD" mol_weight_g_mol=115.3 homo_lumo_gap_ev=9.02 homo_ev=-8.3802 e_above_lowest_kcal_mol=76.9
C -1.858 -0.437 0.074
C -0.765 0.265 0.411
C -2.359 -1.541 -0.827
C -0.799 1.279 1.541
C 2.460 0.307 0.625
N 1.315 -0.974 -1.561
Si 0.903 0.235 -0.397
H -2.604 -0.139 0.761
H -3.131 -1.103 -1.472
H -1.589 -1.873 -1.452
H -2.821 -2.463 -0.185
H -1.801 1.594 1.881
H -0.068 1.066 2.301
H -0.286 2.112 1.017
H 3.079 1.193 0.557
H 1.911 0.431 1.602
H 3.074 -0.589 0.646
H 1.921 -1.639 -1.116
H 1.351 -0.793 -2.633
H 0.984 2.349 -1.221

=====

(3)
20
Properties=species:S:1:pos:R:3 method="wB97M-V/def2-TZVPD" charge=-1 mol_weight_g_mol=105.2 homo_lumo_gap_ev=6.57 homo_ev=-2.7074 e_above_lowest_kcal_mol=19.3
C -0.172 1.015 1.513
O 1.060 0.855 2.029
C -0.925 -0.256 1.032
C -1.637 -0.124 -0.330
C -0.632 -0.124 -1.518
C 0.242 -1.358 -1.702
H -0.860 1.440 2.302
H -0.223 1.802 0.713
H -1.680 -0.548 1.744
H -0.128 -0.982 0.880
H -2.280 0.749 -0.363
H -2.262 -1.030 -0.421
H 0.016 0.668 -1.115
H -1.106 0.330 -2.389
H 0.553 -1.446 -2.746
H -0.395 -2.220 -1.451
H 1.086 -1.408 -1.040
H 3.184 0.234 0.571
H 2.744 1.259 1.499
O 3.415 1.145 0.793

=====

(4)
20
Properties=species:S:1:pos:R:3 method="wB97M-V/def2-TZVPD" charge=-1 mol_weight_g_mol=105.2 homo_lumo_gap_ev=6.98 homo_ev=-3.0592 e_above_lowest_kcal_mol=31.5
C -0.589 1.406 -1.103
O -1.625 0.498 -1.201
C 0.346 1.102 0.082
C 0.510 -0.520 0.302
C 1.336 -0.984 1.530
C 1.037 -1.067 -1.029
H -0.166 1.616 -2.073
H -1.035 2.513 -0.937
H -0.189 1.315 0.965
H 1.308 1.597 0.126
H -0.580 -0.862 0.504
H 1.414 -2.071 1.632
H 2.319 -0.394 1.632
H 0.805 -0.450 2.344
H 2.069 -0.857 -1.174
H 0.576 -0.519 -1.882
H 0.854 -2.072 -1.207
H -2.952 -0.753 0.304
H -2.390 0.473 0.274
O -3.050 0.028 0.913

=====

(5)
20
Properties=species:S:1:pos:R:3 method="wB97M-V/def2-TZVPD" charge=-1 mol_weight_g_mol=105.2 homo_lumo_gap_ev=6.89 homo_ev=-2.9960 e_above_lowest_kcal_mol=2.9
C -0.476 -1.741 -0.503
O -1.768 -1.566 -0.161
C 0.189 -0.435 -0.995
C 0.608 0.515 0.133
C 1.843 0.050 0.895
C 0.791 1.943 -0.417
H -0.312 -2.507 -1.301
H 0.152 -2.104 0.346
H 1.052 -0.582 -1.668
H -0.549 0.115 -1.587
H -0.244 0.537 0.812
H 2.074 0.714 1.730
H 2.713 -0.039 0.239
H 1.667 -0.933 1.331
H 1.289 1.928 -1.386
H -0.183 2.410 -0.540
H 1.353 2.586 0.262
H -4.186 -0.356 1.013
H -2.688 -0.598 0.684
O -3.325 0.062 1.110

=====

(6)
20
Properties=species:S:1:pos:R:3 method="wB97M-V/def2-TZVPD" charge=-2 mol_weight_g_mol=105.2 spin_multiplicity=2 homo_lumo_gap_ev="2.52 / 7.19" s2=0.7508 homo_ev="4.1812 / -0.5343" e_above_lowest_kcal_mol=71.0
C 0.513 -1.555 1.099
O 0.393 -0.292 1.776
C -0.240 -1.219 -0.217
C 0.416 -0.037 -0.931
C -0.305 1.378 -1.087
C -1.769 1.072 -1.682
H 1.604 -1.981 0.962
H -0.232 -2.435 1.501
H -1.282 -1.008 -0.083
H -0.030 -2.178 -0.609
H 0.713 -0.496 -2.000
H 1.187 0.259 -0.279
H 0.279 2.046 -1.637
H -0.437 1.858 -0.040
H -2.535 1.648 -1.200
H -1.897 0.021 -1.726
H -1.512 1.427 -2.920
H 1.438 0.469 3.607
H 1.566 0.311 2.373
O 2.130 0.712 3.096